(1)
{
  "formula": "C3H6N4",
  "method": "the ωB97M-V functional and the def2-TZVPD basis",
  "symbols": ["H", "N", "C", "N", "C", "N", "H", "C", "N", "H", "H", "H", "H"],
  "coordinates": [[2.3142, -0.0524, -0.5545], [2.1256, -0.9457, -0.0757], [0.8821, -1.1215, 0.1531], [-0.0810, -0.3187, -0.2937], [0.0622, 1.1096, -0.3170], [0.8937, 1.9623, 0.2018], [1.6523, 1.5299, 0.8865], [-1.3783, -0.7065, -0.0057], [-2.4771, -0.0858, 0.1366], [-2.4760, 0.8105, 0.2256], [0.7865, -2.1732, 0.7239], [-0.8471, 1.8077, -0.7420], [-1.4572, -1.8161, -0.3389]],
  "atomic_forces_ev_per_a": [[-0.1113, -0.4613, -0.0102], [-0.0343, 0.6721, 0.2522], [4.7586, -4.0297, 1.0839], [-2.3050, 3.6038, 0.8134], [-0.6108, 4.3728, 0.3741], [0.6940, -3.0632, 1.2560], [-1.6687, 0.6656, -2.0675], [-2.7764, -2.7012, -2.4560], [0.9755, -7.5399, -0.4352], [0.3538, 7.2050, 0.8445], [-1.1956, 2.6230, -1.3003], [1.9769, -2.8330, 0.2550], [-0.0566, 1.4860, 1.3900]],
  "smiles": "[H]/N=C\\N(/C=N\\[H])/C=N\\[H]",
  "spin_multiplicity": 1,
  "charge": 0
}

(2)
{
  "formula": "C12H14O2",
  "method": "the ωB97M-V functional and the def2-TZVPD basis",
  "symbols": ["C", "C", "C", "O", "C", "C", "C", "C", "C", "C", "O", "C", "C", "C", "H", "H", "H", "H", "H", "H", "H", "H", "H", "H", "H", "H", "H", "H"],
  "coordinates": [[-1.9080, 0.2303, 3.0056], [-0.6687, -0.2145, 2.9074], [0.0436, -0.8867, 1.7483], [-0.7340, -0.8120, 0.5440], [-0.0784, -1.1353, -0.5901], [0.0346, -2.4539, -1.1324], [0.6889, -2.7209, -2.3517], [1.1596, -1.6143, -3.1128], [1.1758, -0.3456, -2.5238], [0.6327, -0.1169, -1.3000], [0.7695, 1.1658, -0.7384], [-0.3230, 1.8689, -0.2003], [0.1533, 2.6783, 0.9778], [-0.5668, 3.6201, 1.5885], [-2.6368, 0.0716, 2.1780], [-2.3633, 0.5788, 3.9266], [0.0623, -0.2963, 3.6900], [1.0163, -0.4018, 1.5516], [0.1610, -1.9585, 2.0599], [-0.3945, -3.3437, -0.6147], [0.7552, -3.8236, -2.6185], [1.6405, -1.7934, -4.0209], [1.7274, 0.3900, -3.0685], [-0.7139, 2.4750, -1.0047], [-1.0390, 1.0937, 0.0796], [1.1573, 2.5604, 1.3438], [-1.5226, 4.0372, 1.3489], [-0.1939, 4.1228, 2.6067]],
  "atomic_forces_ev_per_a": [[-0.9552, -0.7563, -0.6532], [0.7899, -0.7178, -0.7988], [-0.8904, -0.0597, -0.0839], [-0.3573, -0.7092, 0.8520], [1.7872, -0.9254, -2.2422], [-0.3698, 0.1166, 0.5588], [-0.4844, 0.2906, 0.0730], [-0.5318, -1.3709, 2.7263], [0.5495, -1.2859, -1.4240], [-1.7824, 1.1334, 2.1655], [1.7141, -1.4136, -0.8866], [-0.1831, -0.5981, 0.1305], [-1.0531, 1.0447, 0.0477], [1.3619, 1.0453, 2.7708], [0.8412, 0.4219, 0.4540], [0.3916, 0.1070, 0.0033], [-0.1915, 0.6371, 1.0135], [-0.2050, -0.3074, 0.2613], [0.2654, 0.7309, -0.4531], [0.2403, 1.0627, -0.1353], [0.0269, 1.7905, -0.1447], [0.6241, -0.0679, -1.3901], [-0.0526, 0.7850, 0.0406], [-0.4199, 0.4937, -0.0720], [-0.3841, 0.7962, 0.2662], [0.2560, -0.6628, 0.0059], [-0.5869, -0.4069, -0.5751], [-0.4005, -1.1737, -2.5105]],
  "smiles": "C=CCOc1ccccc1OCC=C",
  "spin_multiplicity": 1,
  "charge": 0
}

(3)
{
  "formula": "C29H38GaN2O2P3",
  "method": "the ωB97M-V functional and the def2-TZVPD basis",
  "symbols": ["Ga", "P", "C", "C", "N", "C", "C", "C", "C", "C", "P", "H", "H", "H", "H", "H", "H", "H", "H", "O", "H", "H", "O", "H", "C", "H", "H", "H", "C", "H", "H", "H", "C", "H", "H", "H", "C", "H", "H", "H", "N", "P", "C", "C", "C", "C", "C", "C", "C", "C", "C", "C", "C", "C", "C", "C", "C", "C", "C", "C", "H", "H", "H", "H", "H", "H", "H", "H", "H", "H", "H", "H", "H", "H", "H"],
  "coordinates": [[0.0894, 0.5685, -1.0324], [2.0367, -1.1181, -1.5081], [2.4094, -1.4446, -3.2849], [1.1258, -1.7893, -4.0025], [0.0054, -1.3003, -3.4653], [-1.1671, -1.5453, -4.0479], [-1.2739, -2.3203, -5.2139], [-0.1100, -2.8601, -5.7642], [1.1168, -2.5974, -5.1467], [-2.3870, -0.9190, -3.4067], [-1.9361, 0.5048, -2.3122], [2.0674, -2.9865, -5.5224], [-2.2607, -2.4736, -5.6562], [-0.1523, -3.4688, -6.6696], [-3.0714, -0.5416, -4.1891], [-2.9447, -1.6694, -2.8196], [2.8640, -0.5288, -3.7148], [3.1303, -2.2796, -3.3562], [1.7394, 3.9031, -4.0344], [2.2717, 3.2572, -4.5476], [2.4934, 3.7593, -5.3735], [-1.1380, 4.6634, -1.8052], [-0.9521, 5.2177, -2.5947], [-1.3669, 6.0786, -2.3727], [-2.0643, 1.8548, -3.5547], [-3.0547, 1.7841, -4.0350], [-1.9352, 2.8473, -3.0984], [-1.2832, 1.7360, -4.3198], [-3.4465, 0.7010, -1.2912], [-3.3860, 1.6357, -0.7143], [-4.3239, 0.7301, -1.9606], [-3.5416, -0.1343, -0.5815], [2.2199, -2.9098, -1.0323], [3.1429, -3.3200, -1.4822], [2.2752, -3.0643, 0.0531], [1.3606, -3.4863, -1.4060], [3.6459, -0.3541, -1.0578], [3.6714, -0.0671, 0.0016], [4.4659, -1.0609, -1.2665], [3.7688, 0.5552, -1.6650], [-0.1347, 1.2148, 0.6757], [-0.1404, 0.5512, 2.1146], [-1.5866, -0.5703, 2.3855], [-2.6220, -0.2719, 3.3047], [-3.6949, -1.1388, 3.5195], [-3.8550, -2.2437, 2.6735], [-2.9298, -2.4696, 1.6433], [-1.7868, -1.6757, 1.5272], [1.5191, -0.0776, 2.6611], [2.1161, -1.1940, 2.0238], [3.4224, -1.6031, 2.3741], [4.1200, -0.9582, 3.4012], [3.5693, 0.1784, 3.9948], [2.3328, 0.6541, 3.5521], [-0.3919, 1.4991, 3.6200], [-0.3424, 0.8217, 4.8638], [-0.3798, 1.5389, 6.0552], [-0.5063, 2.9338, 6.0247], [-0.6166, 3.5867, 4.7959], [-0.5753, 2.8818, 3.5849], [-2.5762, 0.6278, 3.9175], [-4.4072, -0.9277, 4.3286], [-4.7347, -2.8865, 2.7883], [-3.1013, -3.2692, 0.9144], [-1.0444, -1.9346, 0.7652], [1.5809, -1.7365, 1.2285], [3.9234, -2.4091, 1.8456], [5.1159, -1.2872, 3.7033], [4.1073, 0.7263, 4.7807], [1.9769, 1.6122, 3.9468], [-0.2586, -0.2699, 4.8803], [-0.2994, 1.0119, 7.0075], [-0.5242, 3.4905, 6.9664], [-0.7283, 4.6678, 4.7727], [-0.6519, 3.3690, 2.6096]],
  "atomic_forces_ev_per_a": [[-0.0186, -1.0568, 2.1744], [1.6524, -0.2844, -0.5628], [-0.4929, 0.6907, -0.4226], [0.0726, -0.6043, -0.5860], [-0.0937, 0.1264, -0.0426], [-0.0210, -0.3642, -0.8075], [0.0467, 0.2848, 0.4011], [0.0970, 0.1019, 0.1300], [-0.1279, 0.2651, 0.3001], [0.3574, -0.5317, 0.2747], [-1.4057, 0.6129, -1.2412], [-0.4623, 0.0918, -0.0060], [0.4027, -0.0593, 0.0340], [-0.0128, 0.1828, 0.3072], [0.2433, -0.0069, 0.4887], [0.2079, 0.2621, -0.1108], [-0.1900, -0.4709, 0.0748], [-0.2438, 0.5789, 0.0928], [0.5040, -0.4754, -0.4711], [-0.3724, 1.1723, -0.5105], [-0.2258, -0.7228, 1.0691], [0.2257, 0.7265, -0.6328], [-0.5774, -0.1168, 0.9855], [0.3888, -0.6629, -0.2734], [0.4118, 0.2000, 0.1977], [0.3772, 0.0530, 0.2770], [-0.1162, -0.2684, -0.1761], [-0.2031, -0.0210, 0.2012], [0.3336, 0.0758, 0.3554], [-0.0365, -0.2871, -0.1855], [0.4248, -0.0244, 0.2081], [0.0378, 0.2249, -0.2044], [-0.6407, -0.1145, 0.7989], [-0.4113, 0.5034, 0.1234], [-0.0231, 0.0420, -0.3898], [0.2371, 0.2078, 0.0322], [-0.2078, 0.2063, 0.4027], [0.0161, -0.1241, -0.2691], [-0.3421, 0.2674, 0.0264], [0.0272, -0.2747, 0.1352], [-0.0503, -0.5270, -1.6745], [0.1970, -0.3892, 1.6495], [-0.4743, -0.7395, -0.9139], [0.5096, -0.0110, 0.2323], [0.1098, -0.2052, -0.5356], [-0.0827, 0.2893, -0.0373], [-0.0458, -0.0485, -0.0223], [-0.1786, 0.2373, 0.4536], [0.8647, -0.8490, -1.1691], [0.4020, 0.1703, 0.4201], [-0.5115, 0.3365, 0.0349], [-0.1542, 0.2547, -0.1104], [-0.0914, 0.0577, -0.3307], [-0.4982, 0.1504, 0.3586], [-0.3643, 1.3604, 0.2784], [0.1698, 0.2222, -0.2529], [-0.0477, -0.0912, -0.2857], [0.0031, -0.0841, -0.3094], [-0.0884, 0.2498, 0.0820], [0.2476, -0.5142, 0.3601], [0.0533, -0.3454, -0.2184], [0.3003, -0.0944, -0.5318], [0.4543, 0.1759, -0.0794], [0.1127, 0.1702, 0.4459], [-0.1345, 0.1013, 0.1422], [0.1026, 0.2899, 0.6611], [-0.2496, -0.0754, 0.0742], [-0.3541, -0.0475, -0.1371], [-0.2273, -0.2612, -0.5105], [0.1320, -0.5378, -0.0492], [0.0753, 0.4123, 0.0691], [-0.0810, 0.1559, -0.2966], [-0.0019, -0.1235, -0.4499], [-0.0048, -0.1686, 0.0379], [0.0675, 0.0723, 0.4160]],
  "spin_multiplicity": 1,
  "charge": 2
}

(4)
{
  "formula": "C4H7NO",
  "method": "the ωB97M-V functional and the def2-TZVPD basis",
  "symbols": ["N", "C", "C", "C", "C", "O", "H", "H", "H", "H", "H", "H", "H"],
  "coordinates": [[-2.5278, 1.7356, -0.6218], [-1.9745, 0.8211, -0.1788], [-1.2381, -0.3503, 0.3106], [0.0450, -0.5730, -0.5062], [1.1876, 0.3408, -0.0820], [1.7422, -0.1771, 1.1160], [-0.9979, -0.2083, 1.3696], [-1.9026, -1.2177, 0.2414], [0.3872, -1.6006, -0.3584], [-0.1772, -0.4399, -1.5694], [1.9336, 0.3920, -0.8859], [0.8239, 1.3657, 0.0860], [2.6986, -0.0883, 1.0788]],
  "atomic_forces_ev_per_a": [[0.5314, -0.8633, 0.4722], [-0.4432, 0.7926, -0.3665], [-0.0210, -0.0395, 0.0596], [0.0369, -0.0152, -0.0732], [-0.2214, 0.1577, -0.3780], [0.2337, -0.0195, 0.1283], [-0.0338, -0.0203, -0.1278], [0.0822, 0.1288, -0.0077], [-0.0681, 0.0663, -0.0533], [0.0327, -0.0054, 0.1150], [-0.0651, -0.0868, 0.1705], [0.0246, -0.1334, -0.0483], [-0.0888, 0.0380, 0.1092]],
  "smiles": "N#CCCCO",
  "spin_multiplicity": 1,
  "charge": 0
}

Number 1: lowest unoccupied orbital energy 0.439 eV, gap between HOMO and LUMO 10.48 eV, E -9165.3895 eV. Number 2: lowest unoccupied orbital energy 0.971 eV, gap between HOMO and LUMO 9.60 eV, E -16762.5659 eV. Number 3: lowest unoccupied orbital energy -7.320 eV, gap between HOMO and LUMO 6.13 eV, E -117993.9138 eV. Number 4: lowest unoccupied orbital energy 0.732 eV, gap between HOMO and LUMO 11.50 eV, E -7798.5379 eV.